(1)
ORCA calculation (wB97M-V/def2-TZVPD) on a 2-piece molecular cluster, C6H11NO2 overall at a distorted geometry.

Structure (ORCA input):
```
! RIJCOSX wB97M-V def2-TZVPD def2/J DEFGRID3
* xyz 0 1
C 0.42378 -0.25719 2.56640
C -0.23889 -0.33596 1.23679
C -0.06348 0.57293 0.25730
O 0.89088 1.55235 0.40828
C -0.94701 0.68539 -0.98104
C -1.92154 -0.46213 -1.23087
H -0.29542 -0.07979 3.34948
H 0.93739 -1.20084 2.77666
H 1.16451 0.54909 2.57848
H -0.94369 -1.14603 1.09963
H 0.97732 2.04845 -0.47729
H -1.47778 1.64426 -0.96319
H -0.26142 0.73704 -1.84552
H -2.78315 -0.37852 -0.55987
H -2.28277 -0.42030 -2.25982
H -1.42847 -1.42749 -1.08034
N 2.32710 0.13069 -1.39783
C 1.69935 -0.87741 -1.16701
O 1.04299 -1.83013 -1.28494
H 3.18030 0.49559 -1.02529
*
```

As for the SMILES: C/C=C(\O)CC.N=C=O. The value obtained for the molar mass is 129.2 g mol⁻¹. The calculation puts the energy above the lowest of the compared OMol25 structures with the same formula, charge and spin at 37.36 kcal/mol. The value obtained for the orbital gap is 8.99 eV. For the LUMO energy, the calculation gives 0.7 eV.

=====

(2)
ORCA calculation (wB97M-V/def2-TZVPD) on C14H32BF6MgNO10S2 as an isolated structure at a distorted geometry.

Structure (ORCA input):
```
! RIJCOSX wB97M-V def2-TZVPD def2/J DEFGRID3
* xyz 0 1
Mg -3.11843 -1.86821 0.05392
C -6.73201 -6.55522 -1.14930
F -6.66790 -5.74976 -2.21970
F -7.84612 -7.31235 -1.27627
F -5.69095 -7.33232 -1.23742
S -6.75151 -5.44404 0.41465
O -7.14548 -4.13094 -0.04780
O -7.70358 -5.94497 1.42085
N -5.08485 -5.25495 1.00953
S -4.68602 -6.64566 1.85179
O -5.52035 -7.85554 1.78187
O -3.29145 -7.06902 1.53347
C -4.81456 -6.16782 3.73762
F -5.72323 -5.17256 3.91235
F -5.07006 -7.26162 4.51000
F -3.63765 -5.67641 4.26553
B 0.05487 -0.99957 0.86704
H -0.56043 -1.37709 1.66900
H 0.20986 -1.76936 0.12701
H -0.54385 -0.16366 0.53986
H 1.01053 -0.63945 1.21523
C -4.07520 0.34815 2.11971
O -4.36338 0.10539 0.69148
C -5.30333 0.98604 0.13872
C -4.85974 1.29720 -1.34959
O -4.08231 0.24389 -1.75961
C -3.65678 0.35551 -3.12889
C -2.48789 -0.57540 -3.38311
O -2.75386 -1.75438 -2.53744
C -1.97342 -2.89401 -2.89658
H -4.77908 -0.06727 2.84088
H -4.11460 1.42034 2.31194
H -3.09307 0.01644 2.45657
H -5.42748 1.87611 0.75554
H -6.29233 0.53479 0.21840
H -4.13360 2.10736 -1.28283
H -5.74051 1.62252 -1.90322
H -3.31244 1.37576 -3.29809
H -4.43699 0.13792 -3.85829
H -1.57845 -0.11816 -2.99328
H -2.37331 -0.70005 -4.45987
H -2.42384 -3.50152 -3.68155
H -1.85335 -3.58283 -2.06040
H -1.00360 -2.68083 -3.34616
C 9.32479 8.10651 0.65758
O 8.11386 7.36859 0.70548
C 8.07996 6.30015 1.65711
C 6.71373 5.49142 1.72833
O 6.60440 4.59496 0.65032
C 7.24596 3.35407 0.93834
C 6.81721 2.34262 -0.11037
O 7.29504 2.44004 -1.43311
C 6.69663 1.47359 -2.31324
H 9.58927 8.79718 1.45828
H 9.23958 8.67699 -0.26729
H 10.16853 7.44859 0.44933
H 8.24942 6.71347 2.65137
H 8.96484 5.75475 1.32904
H 5.99793 6.29998 1.58015
H 6.51443 5.08356 2.71931
H 6.88110 2.92803 1.87293
H 8.33451 3.40669 0.91844
H 5.73669 2.35056 -0.25363
H 7.21600 1.35209 0.10851
H 7.00003 0.49655 -1.93715
H 7.04100 1.58425 -3.34147
H 5.60701 1.47318 -2.34184
*
```

The value obtained for the molar mass is 587.6 g mol⁻¹. The calculation puts the energy above the lowest of the compared OMol25 structures with the same formula, charge and spin at 197.44 kcal/mol. The value obtained for the orbital gap is 5.48 eV. For the LUMO energy, the calculation gives -4.1 eV.

=====

(3)
ORCA calculation (wB97M-V/def2-TZVPD) on a 2-piece molecular cluster, C3H8OS3 overall at a distorted geometry.

Structure (ORCA input):
```
! RIJCOSX wB97M-V def2-TZVPD def2/J DEFGRID3
* xyz 0 1
C -1.77046 0.38391 -0.14948
S -2.83885 -0.80536 0.67795
C -2.21778 -0.96995 2.38410
S -0.44235 -1.39343 2.64148
C 0.12360 0.07423 1.79577
S 0.00000 0.00000 0.00000
H -2.01014 1.32782 0.37686
H -1.84951 0.57549 -1.23691
H -2.88167 -1.72224 2.85182
H -2.39079 -0.00377 2.89599
H 1.19536 0.06911 2.07279
H -0.30237 1.04426 2.11679
O -1.70298 -1.50488 -4.38760
H -2.04901 -2.19533 -4.99734
H -0.75021 -1.72529 -4.27843
*
```

As for the SMILES: C1SCSCS1.O. The value obtained for the molar mass is 156.3 g mol⁻¹. The calculation puts the energy above the lowest of the compared OMol25 structures with the same formula, charge and spin at 6.34 kcal/mol. The value obtained for the orbital gap is 9.16 eV. For the LUMO energy, the calculation gives 0.6 eV.

=====

(4)
ORCA calculation (wB97M-V/def2-TZVPD) on C38H35ClN2Si2W as an isolated structure at a distorted geometry.

Structure (ORCA input):
```
! RIJCOSX wB97M-V def2-TZVPD def2/J DEFGRID3
* xyz 2 3
C 0.54659 -0.53781 2.53812
C 1.95991 -0.62352 2.40064
C 2.53457 0.55715 2.96963
H 2.52470 -1.43152 1.93538
C 1.46712 1.37054 3.44887
C 0.23203 0.69978 3.18095
H -0.77302 1.08481 3.34211
H -0.16538 -1.30274 2.21490
H 3.59008 0.72450 3.10410
H 1.61216 2.32110 3.93421
W 1.26045 1.23453 1.26548
Si 3.54062 3.01617 -3.15545
C 4.94071 1.84618 -2.59674
C 6.32725 2.09693 -2.63936
H 6.65291 3.07095 -2.96302
C 7.25740 1.12608 -2.23373
H 8.29658 1.33540 -2.16356
C 6.83906 -0.16039 -1.89018
H 7.53162 -0.92828 -1.56835
C 5.47734 -0.44341 -1.91766
H 5.04999 -1.43854 -1.66039
C 4.55485 0.55598 -2.24994
H 3.50972 0.26038 -2.23464
C 2.82205 3.56701 -1.47471
C 2.51846 2.35102 -0.80769
H 3.19661 1.51548 -0.64788
C 1.63411 3.40816 1.40665
H 1.89440 3.54365 2.44385
C 0.85750 4.47654 0.76631
H 0.17330 5.08633 1.40103
C 0.92311 5.02640 -0.53986
H 0.24372 5.94091 -0.71813
C 1.88648 4.68339 -1.48109
H 1.90254 5.33053 -2.34997
H 1.32815 2.15472 -0.70924
Si 3.28418 3.32705 0.69045
C 3.85720 5.03864 1.57034
C 4.41981 4.96773 2.86118
H 4.56582 3.96520 3.28911
C 4.85621 6.08656 3.57571
H 5.27984 5.98768 4.56954
C 4.73564 7.34940 3.01417
H 5.04633 8.22876 3.55147
C 4.15464 7.47027 1.76214
H 4.00964 8.44530 1.30279
C 3.72228 6.32102 1.06140
H 3.30807 6.44057 0.05790
C 5.11940 2.57074 0.85646
C 5.29994 1.22184 1.19027
H 4.45459 0.52075 1.19295
C 6.55513 0.68235 1.55749
H 6.66931 -0.36959 1.86731
C 7.67142 1.50602 1.52204
H 8.61647 1.08435 1.83375
C 7.54380 2.81814 1.07271
H 8.40650 3.46716 1.02789
C 6.29594 3.34826 0.69173
H 6.19068 4.39328 0.29787
H 3.71851 3.51229 -4.44081
Cl 1.97457 1.82826 -3.82082
N -0.57071 1.97446 0.30462
C -1.29993 0.98257 -0.47948
C -2.53143 1.33580 -1.00090
C -3.13932 0.49352 -1.95959
C -2.40723 -0.61035 -2.43325
C -1.09028 -0.96475 -1.93422
C -0.26569 -1.95057 -2.51722
C 0.96196 -2.17910 -1.92545
C 1.35047 -1.51952 -0.75981
N 0.67682 -0.41874 -0.31914
C -0.58401 -0.19299 -0.83365
H -0.47497 2.81781 -0.29227
H -1.10005 2.36268 1.10740
H -3.01629 2.20505 -0.57443
H -4.17031 0.71042 -2.28386
H -2.85501 -1.26506 -3.20980
H -0.62961 -2.48229 -3.42118
H 1.67379 -2.88775 -2.38605
H 2.26430 -1.82560 -0.21234
*
```

The expectation value of S² is 2.050. The value obtained for the molar mass is 795.2 g mol⁻¹. The calculation puts the energy above the lowest of the compared OMol25 structures with the same formula, charge and spin at 101.92 kcal/mol. The value obtained for the orbital gap (alpha / beta) is 6.04 / 5.19 eV. For the LUMO energy (alpha / beta), the calculation gives -6.8 / -7.6 eV.

=====

(5)
ORCA calculation (wB97M-V/def2-TZVPD) on C12H19CdCl5N3O4PS2 as an isolated structure at a distorted geometry.

Structure (ORCA input):
```
! RIJCOSX wB97M-V def2-TZVPD def2/J DEFGRID3
* xyz -1 2
Cd -0.06360 -0.16060 0.13990
Cl 1.44200 -1.05590 2.84330
C -0.12420 -0.34410 3.19070
C -0.92950 -0.06090 2.11590
C -2.25110 0.24140 2.34930
Cl -3.13010 0.99780 1.05020
C -2.83240 0.10920 3.64580
Cl -4.55530 0.02100 3.84580
C -1.98270 -0.09150 4.71430
Cl -2.63080 -0.14450 6.32540
C -0.61840 -0.25900 4.52570
Cl 0.49220 -0.13460 5.85660
C -1.48610 -4.34330 -5.10300
C -0.70650 -3.12770 -4.63290
O -0.30610 -3.30340 -3.28070
P -0.74320 -2.22580 -2.17210
S 0.01790 -2.94000 -0.48360
S -0.39500 -0.36650 -2.82610
O -2.36200 -2.47320 -2.25290
C -3.26320 -1.59710 -1.59450
C -4.15490 -2.37600 -0.64500
H -1.77180 -4.21860 -6.14500
H -2.38040 -4.46590 -4.49760
H -0.87470 -5.23680 -5.00170
H -1.31380 -2.22020 -4.72400
H 0.20810 -2.99910 -5.22260
H -3.85620 -1.09710 -2.36850
H -2.70330 -0.82810 -1.04320
H -4.79480 -3.06040 -1.20100
H -4.76790 -1.67730 -0.08100
H -3.53010 -2.94750 0.03870
C 4.74320 -0.57700 -0.46080
O 4.42910 0.40590 0.51690
C 3.15390 0.87540 0.47810
O 2.34670 0.58290 -0.38170
N 2.94350 1.76570 1.49550
N 1.61630 2.09980 1.81250
H 5.82740 -0.66960 -0.45270
H 4.38980 -0.27390 -1.44920
H 4.28130 -1.53160 -0.19670
H 3.63220 1.73450 2.24420
H 1.58040 3.07180 2.10120
H 1.23840 1.50810 2.55570
N -0.31700 2.35120 -0.69860
H 0.66740 2.59300 -0.74020
H -0.83260 3.13900 -0.32300
H -0.63610 2.15800 -1.64360
*
```

The expectation value of S² is 0.765. The value obtained for the molar mass is 654.1 g mol⁻¹. The calculation puts the energy above the lowest of the compared OMol25 structures with the same formula, charge and spin at 0.00 kcal/mol. The value obtained for the orbital gap (alpha / beta) is 3.70 / 7.13 eV. For the LUMO energy (alpha / beta), the calculation gives 2.5 / 2.4 eV.

=====

(6)
ORCA calculation (wB97M-V/def2-TZVPD) on a 10-piece molecular cluster, C6H32N12O10 overall at a distorted geometry.

Structure (ORCA input):
```
! RIJCOSX wB97M-V def2-TZVPD def2/J DEFGRID3
* xyz 0 1
N -0.82703 0.74742 3.65907
C -0.04207 0.89997 4.72708
N 1.18870 1.26917 4.43603
O -0.41181 0.89929 5.85392
H -1.80846 0.51395 3.70814
H -0.30298 0.95157 2.82015
H 1.62105 1.72567 5.22646
H 1.71952 0.94680 3.63954
N -2.75686 1.69902 0.69449
C -3.09797 2.79118 1.29155
N -4.34092 3.18172 1.15905
O -2.24722 3.38660 1.99557
H -3.41869 1.19031 0.12592
H -1.78064 1.50372 0.52439
H -4.93114 2.50094 0.70267
H -4.62755 3.97234 1.71839
N 0.42061 0.64489 -4.03033
C -0.52188 -0.29759 -4.04100
N -0.89489 -0.58349 -5.20733
O -1.00173 -0.89305 -3.06446
H 0.38469 1.18738 -4.88151
H 0.73118 1.05562 -3.16144
H -1.66289 -1.23919 -5.18891
H -0.66588 -0.02688 -6.01841
N 1.54156 -1.64873 -1.37866
C 1.82477 -2.88955 -1.29024
N 0.81570 -3.64672 -1.69789
O 2.94751 -3.29827 -1.08627
H 2.25738 -0.95233 -1.52939
H 0.55389 -1.47536 -1.49926
H -0.13495 -3.38234 -1.91345
H 1.23310 -4.51944 -1.98812
N 3.14220 -0.21499 1.09039
C 3.12361 1.00199 0.84110
N 4.28001 1.47314 0.50703
O 2.08174 1.67724 0.86300
H 4.03895 -0.67955 1.07852
H 2.25682 -0.59692 1.39095
H 4.92541 0.72289 0.30536
H 4.41569 2.46305 0.35944
N -2.39495 -3.33169 1.33818
C -1.73506 -2.46677 0.58190
N -2.30068 -2.26917 -0.58506
O -0.64735 -1.94218 0.87475
H -3.00198 -4.04316 0.95684
H -2.14004 -3.53000 2.29515
H -1.82074 -1.67448 -1.24544
H -3.16217 -2.77854 -0.72095
O 1.29618 -2.21632 2.65103
H 1.93872 -2.68361 2.11718
H 0.57873 -2.02217 2.04786
O 1.62463 2.56824 -1.98527
H 2.03250 2.51388 -1.12103
H 2.25451 2.15310 -2.57445
O -0.92228 3.11880 -1.96627
H -1.26016 2.39741 -1.43555
H 0.02090 2.96201 -2.01176
O -0.48015 0.55454 -0.05064
H 0.37997 0.94403 -0.20793
H -0.28915 -0.31542 0.29996
*
```

As for the SMILES: NC(N)=O.NC(N)=O.NC(N)=O.NC(N)=O.NC(N)=O.NC(N)=O.O.O.O.O. The value obtained for the molar mass is 432.4 g mol⁻¹. The calculation puts the energy above the lowest of the compared OMol25 structures with the same formula, charge and spin at 78.10 kcal/mol. The value obtained for the orbital gap is 8.54 eV. For the LUMO energy, the calculation gives 0.0 eV.

=====

(7)
ORCA calculation (wB97M-V/def2-TZVPD) on one molecule with the formula C2HF2OP at a distorted geometry.

Structure (ORCA input):
```
! RIJCOSX wB97M-V def2-TZVPD def2/J DEFGRID3
* xyz 0 3
C 0.03403 1.61720 -0.27998
C 0.05049 0.33390 -0.37995
O 0.06327 2.77066 -0.16348
F 1.03850 -1.89393 0.47937
F -1.25894 -1.74680 0.65290
P -0.02663 -0.90172 1.09839
H 0.09929 -0.17932 -1.40725
*
```

The expectation value of S² is 2.010. The value obtained for the molar mass is 110.0 g mol⁻¹. The calculation puts the energy above the lowest of the compared OMol25 structures with the same formula, charge and spin at 0.00 kcal/mol. The value obtained for the orbital gap (alpha / beta) is 6.78 / 7.54 eV. For the LUMO energy (alpha / beta), the calculation gives 0.7 / -3.1 eV.